Record 1
Here is 2 unconnected molecules or ions with the total composition C2H12OSi3 in a non-equilibrium geometry from the Open Molecules 2025 dataset. Energies are from the ωB97M-V functional and the def2-TZVPD basis.

The HOMO energy comes out at -9.1 eV. For the frontier orbital gap, the calculation gives 0.2991 hartree. The total energy is -27947.2778 eV. The energy above the lowest of the compared OMol25 structures with the same formula, charge and spin comes out at 1.533 eV.

CARTESIAN COORDINATES (ANGSTROEM)
H (-0.373, 2.895, -0.050)
H (1.743, -2.095, -1.060)
H (2.815, 0.321, -0.870)
C (-1.432, -0.111, 1.519)
H (-1.188, 2.484, -1.521)
H (-1.989, 2.506, -0.038)
H (-2.592, -0.056, 1.807)
C (-1.111, 2.252, -0.492)
H (-1.130, -1.144, 1.690)
Si (1.878, -0.621, -1.237)
H (-0.834, 0.461, 2.273)
H (1.421, -0.312, -2.567)
H (2.792, -3.269, 1.649)
Si (-0.944, 0.337, -0.212)
H (3.172, -1.839, 2.887)
H (-1.733, -0.675, -1.060)
Si (1.842, -2.198, 2.311)
O (0.612, -0.247, -0.294)

Mulliken atomic charge list, values in e, 6 entries:
1. H 0.34
2. H -0.07
3. H -0.10
4. C -0.82
5. H 0.32
6. H 0.37

---

Record 2
Here is a molecular structure, C27H41F9OP2Y in a non-equilibrium geometry from the Open Molecules 2025 dataset. Energies are from the ωB97M-V functional and the def2-TZVPD basis.

The HOMO energy comes out at -10.5 eV. For the frontier orbital gap, the calculation gives 0.2803 hartree. The total energy is -74787.2561 eV. The energy above the lowest of the compared OMol25 structures with the same formula, charge and spin comes out at 0.000 eV. As for the total charge: +1.

CARTESIAN COORDINATES (ANGSTROEM)
H (2.760, 2.708, -3.272)
H (2.520, 0.022, -4.332)
H (1.281, -0.259, 4.366)
H (-2.423, -3.262, 1.358)
H (-1.760, -0.755, 4.125)
P (-1.393, 0.358, -2.484)
C (-0.866, 2.355, -7.202)
H (3.095, -1.636, 0.248)
C (2.494, -0.341, -3.300)
H (0.339, 0.493, -8.488)
H (-0.779, 1.972, -8.227)
H (0.417, 3.392, -5.813)
H (1.564, -2.771, -0.992)
H (-1.787, 0.779, 3.240)
C (-0.364, 3.582, 1.178)
C (1.268, 1.447, -6.072)
H (0.587, 1.198, 3.617)
H (3.209, -2.063, 1.966)
H (-1.622, -0.867, -8.331)
F (-1.892, 3.845, -0.653)
H (1.150, 3.111, -7.389)
C (0.358, -0.266, -7.693)
H (3.673, 2.090, -1.855)
C (1.196, 0.308, 3.421)
H (-0.149, -3.221, -1.086)
F (0.626, 4.411, -0.834)
F (0.892, 3.466, 3.204)
C (2.785, -1.334, 1.256)
Y (-0.088, 0.497, -0.077)
C (-1.410, -1.130, -3.510)
C (-2.213, -2.377, 0.735)
C (-1.851, -0.313, 3.119)
F (-0.558, 5.107, 3.031)
F (-2.480, 4.764, 1.266)
C (-0.314, 3.816, 2.699)
H (3.248, -0.362, 1.475)
H (-2.744, -0.332, -6.009)
C (-1.082, -0.744, -7.377)
H (-0.089, 2.396, -3.002)
F (-2.520, 2.570, 1.011)
F (1.739, 4.719, 1.017)
C (-0.792, -0.790, 2.204)
C (-2.812, 1.371, -2.916)
H (-0.571, -1.795, -3.270)
H (2.091, 1.715, -5.391)
C (0.088, 1.311, -3.114)
H (0.201, 1.091, -4.189)
H (-2.749, 1.687, -3.961)
H (2.201, 0.646, 3.143)
H (-2.446, 2.048, -5.739)
H (-1.360, -0.861, -4.570)
P (1.666, 0.835, -2.192)
F (-1.245, 3.040, 3.342)
F (-0.077, 5.906, 0.614)
C (-1.737, 1.482, -6.353)
H (-3.066, -1.693, 0.846)
O (0.105, 2.329, 0.828)
C (0.357, -2.010, 0.607)
H (1.752, -0.619, -6.064)
C (-0.945, -1.720, 1.127)
C (0.532, 2.638, -6.609)
H (-2.183, -2.709, -0.312)
H (-3.723, 0.778, -2.752)
C (-1.830, 3.720, 0.712)
C (0.686, -3.052, -0.392)
C (0.596, -0.502, 2.345)
C (0.486, 4.678, 0.501)
C (2.675, 2.330, -2.247)
H (-1.376, 3.327, -7.284)
H (-2.847, 2.254, -2.260)
C (1.311, -1.253, 1.361)
H (1.979, -1.308, -3.273)
H (-1.018, -1.752, -6.937)
H (2.231, 3.106, -1.612)
H (-2.848, -0.558, 2.732)
H (-2.347, -1.670, -3.317)
H (0.916, -4.023, 0.085)
C (1.138, 0.184, -6.498)
C (-1.869, 0.155, -6.467)
H (0.887, -1.135, -8.115)
H (3.518, -0.490, -2.935)

Mulliken atomic charge list, values in e, 6 entries:
1. H 0.39
2. H 0.32
3. H 0.27
4. H 0.32
5. H 0.30
6. P 1.30

---

Record 3
Here is a molecular structure, C4H4HgO5 in a non-equilibrium geometry from the Open Molecules 2025 dataset. Energies are from the ωB97M-V functional and the def2-TZVPD basis.

The HOMO energy (alpha / beta) comes out at -4.4 / -4.1 eV. For the frontier orbital gap (alpha / beta), the calculation gives 0.2918 / 0.1910 hartree. The total energy is -18624.7234 eV. The energy above the lowest of the compared OMol25 structures with the same formula, charge and spin comes out at 0.944 eV. As for the total charge: -1. The spin multiplicity is 2.

CARTESIAN COORDINATES (ANGSTROEM)
H (-1.992, 1.210, -0.991)
O (-1.019, -1.838, 0.880)
H (-0.451, 1.958, -1.524)
O (1.804, -0.658, -0.755)
H (-1.246, 1.068, 1.302)
O (-0.387, -0.069, -1.117)
C (-0.493, 1.461, 0.599)
O (0.718, 0.751, 0.695)
O (1.084, -2.460, 1.045)
C (0.664, -0.402, -0.175)
C (-0.903, 1.212, -0.848)
H (-0.310, 2.519, 0.822)
Hg (2.339, -3.142, -0.659)
C (0.192, -1.613, 0.725)

Mulliken atomic charge list, values in e, 6 entries:
1. H 0.25
2. O -0.65
3. H 0.26
4. O -0.91
5. H 0.25
6. O -0.37

---

Record 4
Here is a single C4H7N3 molecule from the Open Molecules 2025 dataset. Energies are from the ωB97M-V functional and the def2-TZVPD basis.

The HOMO energy comes out at -8.2 eV. For the frontier orbital gap, the calculation gives 0.3339 hartree. The total energy is -8729.0879 eV. The energy above the lowest of the compared OMol25 structures with the same formula, charge and spin comes out at 2.591 eV.

CARTESIAN COORDINATES (ANGSTROEM)
C (0.140, -0.206, -0.401)
H (-0.011, -1.060, -1.080)
N (2.470, -0.727, 0.886)
N (-2.174, -0.531, 0.446)
C (1.170, 0.857, -0.683)
N (-1.384, 1.603, -0.197)
C (1.511, -0.066, 0.156)
C (-1.199, 0.357, 0.022)
H (3.394, -0.467, 0.556)
H (-1.980, -1.516, 0.357)
H (-2.349, 1.878, -0.008)
H (2.350, -1.731, 0.829)
H (-3.122, -0.285, 0.194)
H (1.156, 1.861, -1.062)

Mulliken atomic charge list, values in e, 6 entries:
1. C -0.47
2. H 0.37
3. N -0.55
4. N -0.52
5. C -0.46
6. N -0.61

---

Record 5
Here is a single C4HBrCl2N2O2 molecule in a non-equilibrium geometry from the Open Molecules 2025 dataset. Energies are from the ωB97M-V functional and the def2-TZVPD basis.

The HOMO energy comes out at -9.6 eV. For the frontier orbital gap, the calculation gives 0.2617 hartree. The total energy is -106318.2603 eV. The energy above the lowest of the compared OMol25 structures with the same formula, charge and spin comes out at 2.527 eV.

CARTESIAN COORDINATES (ANGSTROEM)
C (-1.167, 0.138, -0.279)
H (0.954, 0.353, -0.425)
Cl (-1.794, 1.241, -1.514)
Br (0.322, -0.435, 4.116)
C (-1.780, -0.142, 2.104)
C (-0.449, -0.388, 2.330)
N (0.437, -0.352, 1.352)
C (0.114, 0.020, 0.205)
N (-2.208, -0.829, 0.088)
Cl (-3.196, -0.148, 2.799)
O (-3.387, -0.574, -0.186)
O (-1.922, -1.899, 0.590)

Mulliken atomic charge list, values in e, 6 entries:
1. C 0.18
2. H 0.38
3. Cl -0.12
4. Br -0.14
5. C 0.35
6. C 0.25

---

Record 6
Here is a molecular structure, C30H52BrCaClCsF12N4O13PS in a non-equilibrium geometry from the Open Molecules 2025 dataset. Energies are from the ωB97M-V functional and the def2-TZVPD basis.

The HOMO energy comes out at -6.4 eV. For the frontier orbital gap, the calculation gives 0.0653 hartree. The total energy is -218799.1003 eV. The energy above the lowest of the compared OMol25 structures with the same formula, charge and spin comes out at 3.016 eV.

CARTESIAN COORDINATES (ANGSTROEM)
H (-3.929, -0.541, -1.732)
H (2.695, 8.063, 5.883)
C (-1.496, -4.597, -1.906)
O (1.047, 4.210, 3.330)
Cs (-3.852, -2.425, 4.860)
H (-2.129, -0.815, -6.758)
F (-3.196, -4.775, 0.300)
H (0.526, -1.204, -3.535)
H (0.559, -2.518, -4.756)
H (0.376, -4.767, -4.932)
O (-3.180, 0.861, -4.151)
O (3.797, -4.076, -6.880)
C (0.416, 3.366, 2.380)
O (2.266, -3.181, -5.509)
O (0.570, 6.394, 2.597)
C (-0.546, 0.488, -11.098)
F (-2.148, -5.770, 2.761)
H (-0.854, 6.774, -0.434)
H (-1.993, 1.495, -12.338)
H (-0.453, 3.876, 1.957)
H (2.998, 8.319, 4.178)
H (-2.177, -0.271, -12.288)
H (-2.632, -6.396, -1.152)
H (0.029, 2.504, 2.932)
H (-3.188, 1.115, -1.287)
C (-0.859, -4.208, -3.137)
H (-2.690, 0.729, -10.922)
H (-0.790, -0.285, 7.312)
F (-0.863, 3.469, -7.458)
Br (-0.725, -3.578, -6.968)
O (2.959, 6.533, 2.274)
C (-1.932, 0.613, -11.697)
C (2.747, -4.216, -6.003)
H (1.091, 0.228, 10.841)
C (2.604, -0.832, 9.740)
C (-1.287, -3.920, 1.385)
C (-2.373, -3.675, 0.234)
P (1.971, 5.525, 2.814)
O (2.212, 5.808, 4.416)
O (-2.554, -5.284, -5.425)
H (-0.236, 7.979, 1.621)
F (1.111, 3.025, -8.183)
H (-1.949, -0.975, -4.271)
C (-0.140, -1.917, -4.093)
H (1.183, 3.047, 8.661)
F (-0.251, 4.175, -9.392)
F (-0.847, -7.570, 0.003)
C (-0.174, 3.134, -8.550)
H (-0.736, -2.040, -6.828)
F (-0.978, -2.422, 8.389)
F (-0.875, -4.283, 3.710)
Ca (-3.838, 0.969, 2.308)
H (2.536, -1.790, 10.261)
C (-1.630, -1.613, -6.139)
C (-1.890, -4.453, 2.758)
H (4.364, 8.233, 5.306)
H (-2.800, 1.709, -4.400)
C (-1.711, -6.126, -1.723)
H (3.694, 1.827, 9.890)
C (1.254, -0.115, 9.813)
O (-1.412, 1.061, -8.650)
H (3.670, 5.840, 5.841)
O (2.414, -5.424, -5.830)
C (-1.595, -5.825, -5.034)
H (1.220, 7.359, 0.858)
H (0.846, 1.565, 6.903)
N (-1.770, -3.530, -1.080)
H (0.384, -6.084, -0.844)
H (-3.465, -0.095, 0.017)
H (-1.840, -6.611, -2.728)
H (0.186, 0.351, -11.894)
C (-0.556, 6.213, 0.453)
N (-1.103, -1.033, -4.874)
H (3.463, 3.423, 9.200)
O (-0.832, 0.343, -2.130)
F (-3.018, -3.730, 3.238)
O (-0.829, -0.386, 0.096)
F (-3.153, -2.616, 0.592)
H (2.183, 0.459, 7.196)
N (1.023, 0.994, 8.895)
H (-0.009, 5.326, 0.122)
C (1.646, 2.256, 9.264)
H (0.553, -1.415, 7.491)
H (2.911, -1.041, 8.714)
H (3.395, -0.261, 10.228)
O (-0.175, 1.690, -10.404)
S (-1.471, -0.601, -1.212)
H (4.273, 6.040, 4.207)
H (-1.457, 5.872, 0.969)
C (0.249, -0.471, 7.047)
H (-2.396, -2.381, -5.867)
C (1.144, 0.683, 7.483)
C (-0.411, -6.824, -1.105)
C (1.356, 2.874, 1.300)
H (0.465, -0.859, 9.651)
H (0.109, -6.036, -3.712)
C (0.303, 7.061, 1.370)
F (-0.379, -4.871, 0.990)
H (0.828, 2.224, 0.600)
H (1.377, 2.501, 10.297)
C (3.461, 6.317, 4.881)
H (3.880, -5.034, -7.033)
H (2.185, 2.315, 1.738)
H (3.512, 2.022, 8.138)
H (-0.469, -0.377, -10.436)
Cl (-1.456, -7.610, -5.350)
C (-3.224, 0.014, -1.075)
N (-0.790, -2.782, -2.984)
F (-0.565, -2.814, 1.667)
C (-0.684, 1.841, -9.183)
C (3.164, 2.374, 9.111)
H (1.788, 3.708, 0.734)
H (0.306, -0.590, 5.956)
H (0.033, -7.527, -1.848)
C (-1.341, -2.360, -1.778)
C (-0.409, -5.186, -4.235)
C (3.381, 7.821, 5.070)

Mulliken atomic charge list, values in e, 6 entries:
1. H 0.38
2. H 0.28
3. C 0.75
4. O -0.29
5. Cs 0.92
6. H 0.51